# 1
Computed, not measured: an isolated molecule of C9H9NO2, with ωB97M-V/def2-TZVPD.

The geometry in XYZ format:
```
21
Properties=species:S:1:pos:R:3:mulliken_charge:R:1
C -1.469 2.780 -0.134 -0.430
C -1.299 1.600 -0.167 -1.351
C -0.466 0.412 -0.061 1.366
C -1.020 -0.891 -0.226 0.454
C -2.483 -1.165 -0.337 -0.588
O -3.200 -0.651 0.736 -0.516
C -0.043 -1.915 -0.106 -0.679
N 1.271 -1.731 -0.010 -0.616
C 1.773 -0.514 0.085 0.417
C 3.325 -0.335 0.165 -1.167
C 0.931 0.580 0.001 0.729
O 1.495 1.856 0.063 -0.598
H -1.718 3.868 -0.103 0.391
H -2.701 -2.217 -0.308 0.382
H -2.793 -0.725 -1.235 0.317
H -3.053 0.301 0.763 0.298
H -0.308 -2.942 -0.158 0.408
H 3.522 0.142 1.106 0.321
H 3.836 -1.320 0.116 0.312
H 3.632 0.425 -0.571 0.328
H 0.769 2.442 0.384 0.222
```

The calculation puts the relative energy (zero: lowest compared OMol25 entry of this formula, charge and spin) at 307.9 kJ/mol. Its total charge is 0. As for the SMILES: C#Cc1c(CO)cnc(C)c1O. Its total energy is -553.4987 Ha. As for the LUMO energy: 0.3 eV.

# 2
Computed, not measured: a cluster of 3 separate species, C9H9NO2 in total, with ωB97M-V/def2-TZVPD.

The geometry in XYZ format:
```
21
Properties=species:S:1:pos:R:3:mulliken_charge:R:1
C -0.901 2.653 -0.221 -0.106
C -0.551 1.872 -1.309 -0.803
C 0.338 0.837 -1.055 -0.148
N 0.966 0.569 0.116 -0.196
C 0.634 1.351 1.150 -0.323
C -0.263 2.372 1.013 -0.551
H -1.581 3.463 -0.396 0.406
H -0.525 2.305 -2.261 0.328
H 0.555 0.132 -1.758 0.543
H 1.025 1.031 2.069 0.469
H -0.528 2.904 1.892 0.378
C -0.826 -2.484 -0.622 -0.398
C -0.638 -2.229 0.629 -0.108
C -2.062 -2.636 0.283 -0.756
H -0.338 -2.647 -1.535 0.406
H -0.095 -2.120 1.520 0.422
H -2.822 -1.876 0.268 0.165
H -2.590 -3.438 0.742 0.265
O 3.788 0.226 0.352 -0.359
C 3.394 -0.699 -0.147 0.723
O 3.019 -1.586 -0.729 -0.357
```

The calculation puts the relative energy (zero: lowest compared OMol25 entry of this formula, charge and spin) at 403.9 kJ/mol. Its total charge is 0. As for the SMILES: c1ccncc1.C1=CC1.O=C=O. Its total energy is -553.4621 Ha. As for the LUMO energy: 0.8 eV.

# 3
Computed, not measured: an isolated molecule of C9H9NO2S, with ωB97M-V/def2-TZVPD.

The geometry in XYZ format:
```
22
Properties=species:S:1:pos:R:3:mulliken_charge:R:1
C 1.508 -2.044 -0.443 -0.680
C 2.504 -1.218 -0.921 -0.435
C 0.439 -1.566 0.378 -0.550
C 2.352 0.193 -0.785 -0.645
C 0.273 -0.242 0.458 -0.296
C 1.231 0.671 -0.148 0.667
C -0.747 0.545 1.212 0.529
C -0.413 1.891 0.713 -0.313
C 0.727 1.968 0.029 -1.027
N -2.161 0.022 1.207 -0.349
O -3.898 -1.084 -0.143 -0.606
O -2.268 0.367 -1.308 -0.504
S -2.535 -0.892 -0.208 0.749
H 1.655 -3.015 -0.715 0.464
H 3.257 -1.689 -1.556 0.345
H -0.197 -2.238 0.819 0.647
H 3.024 0.857 -1.273 0.435
H -2.757 0.812 1.436 0.333
H -0.411 0.666 2.317 0.303
H -1.401 0.328 -1.599 0.354
H -1.075 2.791 1.081 0.238
H 0.891 2.879 -0.553 0.339
```

The calculation puts the relative energy (zero: lowest compared OMol25 entry of this formula, charge and spin) at 87.7 kJ/mol. Its total charge is 0. Its total energy is -951.6901 Ha. As for the LUMO energy: 0.4 eV.

# 4
Computed, not measured: a structure of composition C9H9O6Pd, with ωB97M-V/def2-TZVPD.

The geometry in XYZ format:
```
25
Properties=species:S:1:pos:R:3:mulliken_charge:R:1
O 1.633 -3.513 -1.799 -0.355
C 1.444 -2.333 -1.607 0.456
Pd 2.362 -0.874 -1.004 -0.172
C 2.247 -0.450 0.860 0.318
O 2.087 -0.205 1.970 -0.162
C 0.169 -1.071 -1.896 0.760
O -0.225 -0.134 -2.613 -0.418
C -0.734 -2.141 -1.543 0.097
O -0.815 -2.282 -0.326 -0.269
C 4.095 -0.698 -1.889 0.358
O 5.071 -0.512 -2.485 -0.149
H -1.249 -2.593 -2.412 0.396
C -1.235 2.380 1.293 -0.529
C -2.057 1.225 1.843 -0.551
C -1.408 -0.031 1.268 -0.441
O -0.410 0.300 0.298 -0.063
C -0.342 1.722 0.241 -0.557
H -1.849 3.180 0.870 0.291
H -0.606 2.807 2.080 0.247
H -3.094 1.284 1.504 0.268
H -2.088 1.197 2.932 0.291
H -0.942 -0.639 2.050 0.310
H -2.133 -0.698 0.806 0.260
H -0.618 2.045 -0.761 0.292
H 0.697 2.035 0.323 0.322
```

The calculation puts the relative energy (zero: lowest compared OMol25 entry of this formula, charge and spin) at 257.8 kJ/mol. Its total charge is +1. The spin multiplicity is 3. Its total energy is -927.1467 Ha. As for the LUMO energy (spin up / spin down): -6.1 / -8.6 eV.

# 5
Computed, not measured: a structure of composition C9H9O6V, with ωB97M-V/def2-TZVPD.

The geometry in XYZ format:
```
25
Properties=species:S:1:pos:R:3:mulliken_charge:R:1
O 0.973 -0.425 -3.256 -0.262
C 0.767 -0.065 -2.156 0.551
V 0.426 0.523 -0.429 -0.246
C 1.052 -0.520 1.013 0.409
O 1.455 -1.108 1.937 -0.188
C -1.438 1.026 -0.191 0.582
O -2.515 1.436 -0.023 -0.232
C -1.125 -0.908 -1.201 -0.086
O -0.979 -2.088 -0.943 -0.350
C 1.492 2.114 -0.442 0.468
O 2.164 3.068 -0.477 -0.171
H -2.105 -0.583 -1.672 0.449
C -2.294 -1.263 4.025 -0.584
C -2.486 -2.594 3.276 -0.591
C -1.803 -2.377 1.922 -0.420
O -1.595 -0.967 1.726 -0.133
C -1.896 -0.256 2.934 -0.462
H -3.197 -0.949 4.553 0.313
H -1.479 -1.357 4.749 0.275
H -3.550 -2.794 3.113 0.282
H -2.050 -3.442 3.802 0.302
H -0.817 -2.867 1.889 0.265
H -2.401 -2.752 1.084 0.284
H -2.717 0.446 2.719 0.279
H -1.014 0.336 3.220 0.266
```

The calculation puts the relative energy (zero: lowest compared OMol25 entry of this formula, charge and spin) at 142.7 kJ/mol. Its total charge is +1. The spin multiplicity is 4. Its total energy is -1743.3681 Ha. As for the LUMO energy (spin up / spin down): -6.9 / -6.6 eV.

# 6
Computed, not measured: an isolated molecule of C9H9P, with ωB97M-V/def2-TZVPD.

The geometry in XYZ format:
```
19
Properties=species:S:1:pos:R:3:mulliken_charge:R:1
C 1.656 0.537 1.526 -0.499
C 2.414 1.039 0.529 -0.411
C -0.039 -0.038 -2.425 -0.672
C -0.053 0.154 -0.069 -0.499
C 0.351 -0.027 1.159 1.103
C -0.776 -0.010 -1.274 0.745
C 1.944 0.895 -0.752 -0.159
C -0.352 -0.865 2.162 -1.421
C -2.227 -0.164 -1.427 -1.212
P 1.775 -0.047 -2.058 -0.286
H 1.953 0.672 2.535 0.402
H 3.235 1.588 0.691 0.512
H -0.492 -0.278 -3.315 0.452
H -1.370 -1.020 1.944 0.345
H -0.426 -0.285 3.080 0.377
H 0.088 -1.801 2.447 0.310
H -2.376 -0.782 -2.425 0.299
H -2.529 0.837 -1.868 0.315
H -2.775 -0.404 -0.459 0.300
```

The calculation puts the relative energy (zero: lowest compared OMol25 entry of this formula, charge and spin) at 355.1 kJ/mol. Its total charge is 0. Its total energy is -689.4753 Ha. As for the LUMO energy (spin up / spin down): -0.3 / -0.3 eV.

# 7
Computed, not measured: a structure of composition CAsF6O3Sn, with ωB97M-V/def2-TZVPD.

The geometry in XYZ format:
```
12
Properties=species:S:1:pos:R:3:mulliken_charge:R:1
Sn -1.023 -0.737 1.342 0.974
C -3.637 -2.391 -0.629 0.749
O -3.550 -2.167 0.611 -0.639
O -3.812 -3.581 -0.916 -0.556
O -3.333 -1.549 -1.478 -0.591
As 2.213 1.498 0.190 1.964
F 2.147 -0.285 0.604 -0.506
F 3.786 1.325 -0.559 -0.467
F 2.128 3.211 -0.400 -0.492
F 0.606 1.672 0.976 -0.510
F 3.012 1.875 1.679 -0.450
F 1.462 1.130 -1.421 -0.475
```

Its total charge is -1. Its total energy is -3313.1510 Ha. As for the LUMO energy: -0.6 eV.

# 8
Computed, not measured: a structure of composition CBeF4O3P, with ωB97M-V/def2-TZVPD.

The geometry in XYZ format:
```
10
Properties=species:S:1:pos:R:3:mulliken_charge:R:1
C -2.244 -0.975 0.296 0.782
O -0.361 0.807 -0.248 -0.153
O -1.303 -1.639 0.542 -0.370
O -3.310 -0.580 0.065 -0.334
Be 0.343 2.082 -0.714 0.463
P 0.984 0.099 0.015 1.464
F 1.774 1.486 -0.912 -0.235
F 1.846 0.692 1.207 -0.199
F 0.664 -1.202 0.885 -0.228
F 1.608 -0.771 -1.135 -0.190
```

The calculation puts the relative energy (zero: lowest compared OMol25 entry of this formula, charge and spin) at 0.0 kJ/mol. Its total charge is +1. Its total energy is -1019.2859 Ha. As for the LUMO energy: -8.1 eV.

# 9
Computed, not measured: a cluster of 2 separate species, CBr2ClNP in total, with ωB97M-V/def2-TZVPD.

The geometry in XYZ format:
```
6
Properties=species:S:1:pos:R:3:mulliken_charge:R:1
C 0.167 0.969 -1.171 0.456
N 0.127 0.467 -2.188 -0.053
P 0.258 1.261 0.450 0.274
Cl 1.661 -2.249 0.896 -0.015
Br -0.337 -1.984 0.859 0.184
Br -1.875 1.537 1.155 0.153
```

The calculation puts the relative energy (zero: lowest compared OMol25 entry of this formula, charge and spin) at 198.7 kJ/mol. Its total charge is +1. Its total energy is -6042.0350 Ha. As for the LUMO energy: -8.9 eV.

# 10
Computed, not measured: a structure of composition CBr2N4, with ωB97M-V/def2-TZVPD.

The geometry in XYZ format:
```
7
Properties=species:S:1:pos:R:3:mulliken_charge:R:1
C -0.809 -0.489 -0.040 0.234
N -1.451 0.636 0.033 -0.182
N 0.562 -0.161 -0.047 0.011
N -0.536 1.616 0.050 -0.420
N 0.626 1.140 -0.001 0.150
Br -1.488 -2.188 -0.015 -0.071
Br 3.096 -0.553 0.020 0.278
```

The calculation puts the relative energy (zero: lowest compared OMol25 entry of this formula, charge and spin) at 254.0 kJ/mol. Its total charge is 0. Its total energy is -5404.9676 Ha. As for the LUMO energy (spin up / spin down): -5.1 / -5.1 eV.